Entry 1:
{
  "formula": "C42H54O3S3",
  "method": "wB97M-V/def2-TZVPD",
  "elements": ["H", "H", "H", "H", "O", "H", "H", "C", "C", "C", "H", "H", "H", "H", "H", "H", "C", "H", "H", "C", "C", "C", "S", "H", "C", "C", "H", "C", "C", "O", "C", "H", "C", "C", "H", "C", "C", "H", "H", "H", "C", "C", "C", "H", "C", "H", "C", "C", "C", "H", "C", "C", "S", "H", "C", "C", "H", "H", "H", "C", "H", "H", "H", "H", "H", "H", "H", "C", "H", "H", "H", "C", "C", "C", "H", "S", "O", "C", "C", "H", "H", "H", "H", "H", "C", "H", "H", "C", "C", "H", "H", "C", "H", "H", "H", "C", "C", "H", "H", "C", "C", "H"],
  "coordinates": [[3.2841, 0.7854, 4.1956], [1.2466, 3.6984, -2.3008], [6.1300, -2.1661, 4.6989], [0.7437, 4.5505, -3.7287], [1.9049, 0.4602, -0.4650], [-3.8083, -3.6998, -2.1307], [-0.9109, -3.8077, -2.3417], [-3.0089, 2.1340, 1.4601], [-1.2733, -3.7368, -1.3541], [-2.1709, -0.7446, -3.2484], [-0.2264, -3.6821, 1.9867], [1.8200, 3.7495, 1.1609], [2.6869, -2.4441, 1.0254], [0.6249, -3.5198, -0.3650], [-2.6168, 4.2873, 1.6591], [0.4736, 2.7473, -3.5547], [-4.9274, -1.2400, 0.8469], [5.9245, 0.4682, -1.1732], [4.1877, 4.3057, -0.5276], [5.5077, -1.2262, 2.7877], [2.9558, 1.7776, 3.9547], [-1.0570, -1.3256, -3.9001], [2.6450, 3.2804, -4.2193], [-0.6964, -0.7715, 1.2192], [-3.0558, -4.0700, 0.2759], [5.1396, 1.0109, -1.7496], [-1.7947, -4.6417, -3.3832], [5.3810, -2.0577, 3.9577], [-2.7187, -3.9698, -1.0520], [6.8551, 2.9760, -1.2985], [1.9241, 3.8598, -5.7384], [-3.2349, 4.7017, -0.8459], [-6.3727, -3.3560, 1.2442], [-5.3993, -3.7618, 2.0780], [4.7296, -0.8979, 0.9465], [3.3322, -3.1845, 2.9956], [2.2845, 4.4589, 3.1547], [-5.0536, -0.2038, 0.2715], [-3.6072, -4.1767, -1.8289], [-1.6037, 0.0120, -1.1596], [-0.8560, -3.7287, 1.1656], [3.4228, -2.4697, 1.7611], [-3.9102, 1.3972, -0.6902], [4.2434, 0.8368, -1.1768], [-0.9285, -2.6817, -3.9514], [-2.8014, -3.8517, 2.3043], [-0.3770, -3.5736, -0.2575], [0.1925, -0.3253, 1.2964], [-0.6100, 0.4372, -1.2033], [1.2366, 3.0503, -5.9364], [2.6648, 2.1260, 2.4364], [-4.0079, -1.5510, 1.7293], [5.4242, 2.8349, -1.7495], [1.9304, 5.4934, 2.8902], [-4.3123, -2.8957, 2.4560], [-3.7256, 2.6530, -1.2766], [4.9538, 0.6223, -2.8476], [2.7558, 3.8498, -6.5492], [-3.9040, 0.0296, 0.9898], [2.8630, 2.6489, 4.9409], [-5.5780, -4.6399, 2.6837], [-2.6208, 1.6665, 2.2263], [-3.7663, -0.9886, -2.1497], [2.4679, -3.8367, 3.1488], [-0.1102, -3.0373, -4.4326], [1.0325, -0.7960, 1.8193], [2.4236, 5.1099, 5.1070], [4.5424, -1.4677, 1.7444], [4.6032, 2.7674, 0.5089], [-3.7804, 2.7628, -2.3451], [-7.2387, -3.9659, 1.2147], [-2.8640, 3.4267, 0.9741], [1.1161, 3.5356, -3.3839], [-3.1296, -2.9831, -2.6382], [3.3073, 2.9496, -0.9792], [0.6540, -0.3678, -0.3884], [3.5988, 4.3039, -3.7877], [-6.1048, -2.1581, 0.5017], [4.2377, 3.1964, -0.4860], [6.1132, -0.2471, 2.7444], [2.7941, 1.4349, 1.6442], [-4.1031, -4.1067, 0.5234], [-4.4690, 0.7293, -1.3183], [4.2810, -3.4863, 5.0569], [-2.2293, -3.7918, 1.3554], [-0.3273, -0.5470, -4.2112], [-3.7377, -3.1322, 3.1902], [-3.1849, -1.4833, -2.6653], [-1.9221, -3.5911, -3.2519], [1.4871, 4.8336, -5.7721], [-0.8174, 1.3564, -1.1335], [2.2796, 3.4797, 2.1242], [-0.1641, 0.7606, 1.3050], [-3.2744, -0.8156, 2.1126], [-2.1046, 0.3426, -3.1044], [4.2893, -2.9756, 4.1614], [-3.6366, 1.1422, 0.6025], [-0.2318, 0.5491, -2.2722], [3.1700, 2.3569, 5.8833], [-3.2131, 3.7463, -0.4684], [2.4975, 4.1770, 4.5524], [-6.7865, -1.6909, -0.2822]],
  "orbital_gap_ev": 6.91,
  "e_tot_ha": -3051.9689,
  "homo_ev": -7.12
}

Entry 2:
{
  "formula": "C42H55BCoN6P",
  "method": "wB97M-V/def2-TZVPD",
  "elements": ["C", "N", "H", "C", "H", "H", "C", "N", "C", "C", "H", "C", "C", "H", "H", "H", "H", "C", "C", "H", "C", "N", "H", "C", "H", "C", "H", "C", "H", "H", "C", "H", "H", "P", "H", "H", "C", "C", "C", "H", "H", "C", "H", "C", "C", "H", "H", "C", "H", "C", "C", "N", "C", "H", "C", "H", "C", "H", "H", "H", "C", "H", "H", "C", "C", "B", "H", "H", "H", "H", "C", "H", "C", "N", "C", "H", "C", "H", "Co", "H", "C", "H", "C", "H", "C", "H", "C", "C", "H", "H", "H", "C", "N", "H", "C", "C", "C", "H", "H", "H", "H", "H", "H", "H", "H", "H"],
  "coordinates": [[-1.8712, -0.9009, 3.3683], [0.8379, -1.9243, 1.2681], [-0.1412, 4.9243, -1.8424], [0.7815, -2.5607, -0.8151], [-4.0585, -0.9789, 3.2201], [-3.9538, -2.6815, 0.3364], [-2.2325, 2.4294, 2.2381], [0.5515, -1.5351, -0.0025], [-3.8785, -0.5015, 0.3152], [-2.1657, 3.0310, 0.9871], [0.8232, -4.0093, 3.1886], [2.5659, 0.4574, 4.4621], [1.2670, -3.2000, 1.2556], [2.7419, -0.0096, -1.4782], [5.5321, 1.5699, 0.4568], [2.5846, 6.8960, 0.7880], [-5.3198, -1.9062, -0.4809], [-3.2306, -0.3970, -1.0557], [-2.3778, 2.7264, -4.5430], [2.4768, -3.4344, 3.0091], [1.8638, -2.8691, -3.0230], [1.6416, 0.7059, 0.9489], [-4.6363, 4.3477, 3.6501], [0.0684, -1.1565, -2.7850], [4.3671, 3.3790, -1.4349], [-4.6412, -1.8354, 0.3698], [-5.7801, 0.4885, -0.0063], [1.6579, -3.9334, 2.4928], [-1.1531, -2.2196, 4.9006], [-1.5838, 1.5974, 2.4754], [-1.5293, -1.2028, 4.7881], [3.2857, 1.3337, -2.5038], [-3.1661, 2.4271, 4.1647], [-0.8800, 2.5108, -0.1885], [2.2178, -3.8605, -2.7427], [4.0812, 3.6938, 0.2780], [-2.8434, -0.5303, 1.4104], [-2.9618, 4.1464, 0.7185], [-2.8917, 2.8252, -2.1944], [0.8365, -0.3969, -2.6572], [-5.2337, -1.9144, 1.2807], [-0.5070, -3.5807, -2.6574], [-0.8393, -0.8384, -2.2698], [3.6786, 3.2025, -0.6076], [-3.8531, 4.6093, 1.6699], [1.5252, -4.6187, -0.4016], [3.4080, 0.9970, 4.8893], [2.4742, 0.7463, 3.0031], [1.6592, 0.7667, 4.9816], [0.2773, 3.9029, 0.0082], [-4.8620, 0.6522, 0.5594], [1.4482, 0.3097, 2.2428], [1.8073, 5.0242, 1.4915], [-3.6307, 2.9133, -1.4111], [1.2486, -3.6409, -0.0514], [2.6465, -2.1505, -2.7781], [0.5508, -2.5261, -2.3079], [2.7289, 3.6731, -0.8506], [-0.3007, 2.4915, -5.0339], [-3.9881, -0.2377, -1.8246], [4.9304, 1.0766, -0.3048], [-2.6993, -1.3200, -1.2881], [-0.7639, -0.5264, 5.1632], [3.5276, 1.6952, -0.3909], [-3.3039, 2.8452, -3.5195], [0.5783, -0.9619, 2.4577], [4.8829, 0.0136, -0.0669], [1.3380, 6.8152, -1.3415], [4.2786, 1.8731, 2.4814], [-4.4706, 5.4696, 1.4514], [2.7913, 1.0759, -1.5661], [-0.1949, -4.5743, -2.3379], [-0.6202, 2.5532, -2.9191], [-0.9326, -0.6354, 2.4396], [2.8086, 1.3505, 0.8940], [0.4323, 2.4424, -2.6985], [1.9402, 6.0561, 0.5702], [1.7138, -2.8564, -4.1029], [-0.0810, 0.2960, -0.0251], [-2.4177, -1.1003, 5.4075], [0.4063, 4.9379, -0.9097], [-4.3548, 2.9519, -3.7487], [-3.1010, -0.8188, 2.7580], [-1.4595, -3.3562, -2.1746], [-1.5444, 2.6838, -1.8781], [-5.1236, 0.7319, 1.6140], [0.9790, 3.9521, 1.2125], [1.2404, 6.0121, -0.6250], [-0.6672, -3.6058, -3.7356], [2.7092, -0.6058, 4.6511], [1.7701, 1.4618, -1.6227], [-1.0305, 2.5808, -4.2414], [-1.5273, -0.4091, 1.2298], [2.3497, 5.0543, 2.4263], [-3.1180, 2.9052, 3.1957], [3.3442, 1.4302, 2.1887], [-3.9390, 3.9829, 2.9083], [-2.8699, 4.6743, -0.2220], [-0.1687, -1.2002, -3.8487], [-2.5363, 0.4392, -1.1217], [-4.4381, 1.6087, 0.2521], [1.9788, -4.9389, 2.2311], [0.8696, -1.4788, 3.4935], [5.4424, 1.1944, -1.2605], [-2.7029, 2.7474, -5.5739], [0.8831, 3.1469, 1.9345]],
  "orbital_gap_ev": [8.33, 9.03],
  "e_tot_ha": -3710.9181,
  "homo_ev": [-11.28, -11.28],
  "multiplicity": 2,
  "charge": 1
}

Entry 3:
{
  "formula": "C42H56AgN7OPS2Sb",
  "method": "wB97M-V/def2-TZVPD",
  "elements": ["C", "H", "S", "C", "C", "H", "H", "C", "H", "H", "H", "Ag", "H", "C", "C", "N", "H", "H", "H", "O", "H", "C", "C", "C", "H", "C", "C", "C", "H", "C", "C", "N", "C", "H", "H", "C", "C", "H", "C", "C", "H", "C", "H", "C", "H", "H", "H", "H", "C", "H", "H", "H", "H", "C", "C", "H", "H", "C", "H", "N", "H", "C", "H", "C", "H", "C", "H", "S", "C", "Sb", "H", "H", "H", "C", "C", "H", "H", "H", "N", "H", "C", "H", "H", "N", "C", "C", "P", "C", "H", "C", "C", "C", "H", "C", "H", "H", "H", "H", "H", "H", "C", "N", "H", "H", "C", "N", "H", "H", "H", "H", "C"],
  "coordinates": [[-1.4452, 5.7431, 1.4779], [3.1110, 3.1271, -0.5204], [0.7278, 1.5704, -0.5394], [-2.7325, -4.4601, -1.0863], [1.6877, -2.5311, 2.4083], [1.0778, -3.0865, 4.3841], [-2.2661, 5.4335, -1.2200], [5.3436, -3.5331, 0.1199], [2.2770, -4.7569, -0.0933], [0.6502, -0.6618, 2.3459], [5.4985, -5.6598, -3.9886], [-0.7272, -0.0912, 0.5354], [-3.3297, 4.9431, 2.2347], [5.6851, 0.5031, 1.1770], [4.4141, 0.3349, -1.3191], [-4.9308, 2.5968, 0.6105], [3.7916, -0.7052, -3.1108], [6.3239, -5.1442, -1.7290], [4.2828, -0.9653, 1.8193], [-2.5861, 1.5699, 1.1220], [-7.4702, 2.7477, 1.8575], [1.1179, 2.3840, 2.1023], [3.0919, -3.5157, -2.9751], [1.8282, 3.0204, 3.1115], [6.1631, 0.5675, 2.1466], [1.5812, 2.3798, 0.7798], [3.5437, -3.2072, -1.6871], [1.3385, -3.4518, 3.3964], [-1.8932, 0.5807, -1.6692], [4.9472, -4.9734, -3.3569], [3.9650, -0.4475, -0.2441], [-2.7569, 4.1063, 0.3535], [3.7765, -4.3874, -3.8120], [-4.5559, 2.5889, 2.7073], [4.6143, -3.1690, 0.8378], [5.4091, -4.6788, -2.0825], [3.4616, 3.7259, 1.5124], [5.8606, 1.7799, -1.9454], [-2.4322, 4.6036, 1.7171], [2.0522, -3.0026, 1.1377], [4.3799, 4.2499, 1.2711], [1.5979, -1.0583, 2.7168], [-4.4248, 2.5218, -4.4385], [-2.9114, 0.8699, -1.9245], [-3.5904, 0.0879, -1.5626], [2.3842, -0.4738, 2.2451], [3.5705, 4.1830, 3.6118], [-7.3747, 0.3965, 1.1365], [-5.8033, 1.5188, 0.1007], [0.1704, 1.9086, 2.3209], [-1.3888, 3.8862, -1.2794], [-2.2103, 1.5966, -3.8189], [-5.2454, 0.7819, -0.4739], [-6.4430, 0.9223, 1.3483], [-1.7778, 4.6594, -0.6194], [-0.1625, -3.3824, 0.2122], [2.1761, -3.0552, -3.3370], [-2.8984, -2.8344, 0.4342], [-0.8028, 5.9041, 2.3433], [-3.2483, 2.1864, -1.3669], [-0.1499, 6.0706, -0.2723], [-6.6260, 2.1592, 2.2246], [-0.3470, -3.4162, -1.4375], [6.1368, 1.2697, 0.1164], [-4.8741, 3.4559, -1.9025], [3.0123, 3.6882, 2.8261], [2.7077, 0.6044, -2.5944], [-2.5811, -1.6078, 1.5257], [-3.0925, 1.0863, -3.4236], [2.3013, -1.7604, -0.6297], [-1.9832, 6.6703, 1.2646], [3.3989, -4.6063, -4.8039], [-1.9678, 3.8139, 2.3143], [1.3026, -4.8137, 3.1395], [4.7343, -3.7990, -1.2337], [-5.7388, 0.2338, 1.8242], [4.2567, 0.9769, -3.3643], [0.0352, 4.4999, 0.5268], [-4.0514, -3.4904, 0.2277], [-5.4583, 3.9999, 2.1236], [-3.9845, 3.0113, -2.3509], [1.6222, -0.8672, 3.7900], [-1.2676, -5.9030, -1.6316], [-0.7236, -3.0534, -0.5725], [-4.2964, 2.0265, -3.4760], [1.9976, -4.3785, 0.8850], [-3.2917, 2.5357, 0.2400], [-2.1000, -5.3591, -2.0818], [1.5937, -6.3425, 1.6543], [2.7565, 3.0861, 0.5029], [5.5044, 1.1788, -1.1153], [4.6074, -0.3519, 0.9882], [6.9715, 1.9479, 0.2495], [-5.3211, 2.9250, 2.0012], [-5.2106, 1.4721, -3.2464], [-4.9227, -3.2877, 0.6847], [-2.8421, -6.0722, -2.4297], [-3.3494, 3.8230, -2.7164], [1.0233, -5.5066, 3.9243], [5.7872, -4.4466, 0.5203], [-0.6821, 5.2708, 0.2434], [-2.0496, -3.4641, -0.4194], [-1.7218, -4.8002, -2.9396], [6.1352, -2.7841, 0.0397], [1.6235, -5.2811, 1.8726], [-3.9706, -4.4869, -0.7077], [-6.5736, 1.9412, -0.5548], [1.4475, 3.0023, 4.1266], [-6.7945, 1.9322, 3.2764], [-3.2318, 0.1531, -3.9696], [3.7550, 0.2972, -2.6751]],
  "orbital_gap_ev": 6.78,
  "e_tot_ha": -3617.5876,
  "homo_ev": -6.58
}

Entry 4:
{
  "formula": "C42H56AsKN2P2S3Si2",
  "method": "wB97M-V/def2-TZVPD",
  "elements": ["C", "C", "C", "C", "H", "H", "C", "C", "H", "H", "P", "C", "H", "C", "H", "C", "H", "H", "H", "C", "H", "C", "H", "N", "C", "C", "H", "S", "C", "C", "H", "H", "C", "C", "S", "H", "H", "H", "C", "Si", "H", "C", "C", "C", "H", "H", "As", "Si", "H", "C", "C", "H", "C", "H", "H", "C", "C", "C", "H", "H", "H", "H", "H", "H", "H", "H", "C", "H", "P", "H", "N", "C", "C", "C", "H", "H", "H", "K", "H", "H", "H", "H", "H", "S", "H", "C", "C", "H", "C", "H", "C", "H", "H", "C", "C", "H", "H", "H", "H", "H", "H", "C", "H", "H", "C", "C", "C", "H", "C"],
  "coordinates": [[-3.8020, 2.8384, -1.8291], [0.8658, 5.0113, 3.6227], [-2.0637, -0.8558, -4.5637], [0.4608, 6.0498, 4.4549], [-0.0724, -3.6769, 0.3433], [6.4426, -2.8208, -1.3436], [2.8318, -0.8499, 3.5490], [0.4081, -1.1119, 3.5939], [5.8043, -3.5670, -4.1832], [2.2825, -5.6668, -4.5486], [-1.3853, 1.3828, -1.2275], [-1.6079, 4.5558, 2.3092], [5.8080, -5.7458, -2.1640], [3.0883, 5.9173, 3.5776], [-2.7728, 2.4548, 1.0190], [-4.3303, -0.4309, 1.8173], [0.6663, -2.0818, 4.0266], [-0.9531, -1.6959, 0.6356], [4.5011, -5.9501, -1.0045], [-3.0102, -0.6976, -0.1760], [1.4402, 0.4342, 2.8096], [0.2726, -0.9665, -3.9929], [0.0522, -0.4665, 4.4145], [-0.2690, -1.9013, 1.3557], [-2.3298, 5.6054, 0.2755], [4.7451, -5.5843, -1.9983], [4.6279, -2.2590, -4.1689], [2.7546, -2.8991, 1.6285], [-3.9274, 0.8928, 1.9048], [-4.4816, 3.8374, -2.5041], [1.0558, 7.8158, 5.5033], [5.2937, -3.0677, -0.0288], [3.2429, -2.3058, 3.3132], [0.1308, -0.1746, -2.8335], [-1.0278, 2.9698, 4.9346], [0.3816, -7.3199, -2.2973], [-2.8892, -1.1272, -5.2151], [-2.6404, -1.3177, -0.9863], [2.1806, 4.9532, 3.1820], [4.1918, -3.7377, -2.1724], [2.8176, -2.9822, 4.0534], [-1.7739, 3.5029, -2.9145], [-1.2010, 0.2451, -2.6300], [1.2321, -3.8226, 2.0185], [-0.5925, -1.8630, -5.7450], [-1.5490, -1.8444, 3.0663], [2.0897, -3.2008, -1.5321], [0.9079, -4.8016, -2.6211], [5.1128, -1.6896, -1.0945], [-3.5886, 5.7978, 0.8270], [-3.8721, -1.2221, 0.7751], [1.1535, -3.8510, 3.1026], [-3.8159, 4.6658, -3.3920], [-3.2895, 0.2613, -3.2015], [3.5807, -0.2084, 3.0774], [5.3962, -2.7403, -1.0589], [-0.7699, -1.2790, -4.8457], [-3.8616, 5.3491, 2.1101], [2.8380, -0.6517, 4.6429], [-4.2618, 1.5146, 2.7257], [-0.5648, 6.0860, 4.7968], [-3.0717, 4.3431, 3.8415], [-1.0290, -3.2866, -2.9535], [1.2059, -4.3925, -5.0897], [-4.8509, 5.4774, 2.5299], [-4.3618, 6.2913, 0.2522], [-2.4544, 4.4923, -3.5958], [-4.3399, 2.1945, -1.1455], [-0.3036, 3.6449, 3.2292], [0.5608, -6.4849, -0.7558], [1.5677, -0.5671, 2.9246], [-2.4347, 2.6616, -2.0185], [-2.6237, 0.6379, -0.1108], [4.7644, -3.3205, -3.9771], [-4.1822, -2.2595, 0.7074], [-4.3565, 5.4388, -3.9225], [-0.7111, 3.3615, -3.0689], [1.1392, -0.3533, -0.3282], [-1.5862, -4.9346, -3.2179], [1.9774, -6.8812, -1.7051], [4.1158, 5.8657, 3.2383], [3.3977, 7.6941, 4.7419], [4.2001, -6.1942, -2.7148], [0.5788, 2.4145, 1.9650], [4.3287, -2.4011, 3.3496], [-0.7255, -1.2808, 2.5839], [-3.0829, 1.4210, 0.9495], [-0.8966, -3.8539, 1.9252], [-2.2843, -0.0811, -3.4465], [-1.1071, -0.2878, 2.3412], [-2.8746, 4.7218, 2.8473], [4.1482, -3.8606, -4.6910], [-4.9978, -0.8428, 2.5663], [2.6872, 6.9450, 4.4179], [-1.3391, 4.9916, 1.0159], [1.2609, -1.3478, -4.2406], [-5.5439, 3.9618, -2.3408], [-1.3416, -4.3365, -1.5819], [2.4694, 4.1420, 2.5253], [0.5899, -6.0242, -4.8603], [-2.1337, 5.9175, -0.7420], [0.9446, -6.5502, -1.7727], [-1.9344, 5.1348, -4.2944], [1.4130, -4.8356, 1.6501], [1.2714, -5.2752, -4.4599], [-0.9493, -4.3090, -2.5967], [1.3689, 7.0120, 4.8489], [-0.3574, 4.8185, 0.5984], [-0.0750, -3.3335, 1.3833]],
  "orbital_gap_ev": 5.29,
  "e_tot_ha": -7035.6646,
  "homo_ev": -1.37,
  "charge": -2
}